Entry i
This record from the Open Molecules 2025 dataset describes 16 unconnected molecules or ions with the total composition C48H128O16. The level of theory is wB97M-V/def2-TZVPD.

```
! RIJCOSX wB97M-V def2-TZVPD def2/J DEFGRID3
* xyz 0 1
C 5.99833 5.81271 0.66924
C 4.51880 5.86229 1.07875
C 3.65025 4.67753 0.50585
O 4.49988 5.65870 2.44464
H 6.41905 4.83473 0.90303
H 6.61540 6.53601 1.20231
H 6.07007 5.95080 -0.40959
H 4.11107 6.84112 0.82627
H 4.14826 3.71608 0.63111
H 3.48766 4.87536 -0.55365
H 2.71139 4.61396 1.05593
H 3.62244 5.96188 2.68920
C 1.89282 3.05821 -2.53308
C 1.61514 2.35015 -3.89616
C 1.16152 3.34131 -4.99141
O 2.84141 1.81316 -4.38382
H 2.11201 2.25170 -1.83337
H 0.95565 3.51180 -2.21047
H 2.73155 3.74049 -2.67139
H 0.87031 1.55942 -3.80618
H 0.30114 3.88734 -4.60450
H 0.83365 2.80954 -5.88462
H 2.00047 4.00242 -5.20863
H 3.21396 1.26535 -3.68904
C 3.98787 -3.45186 -4.29568
C 2.72938 -2.55783 -4.37932
C 2.79128 -1.41348 -5.33937
O 1.69271 -3.40268 -4.84127
H 3.95472 -4.15844 -3.46638
H 4.84112 -2.79932 -4.11060
H 4.14658 -3.95428 -5.24987
H 2.42517 -2.24902 -3.37924
H 3.21664 -1.68303 -6.30607
H 3.36054 -0.54697 -5.00291
H 1.79484 -1.02395 -5.54783
H 1.76591 -4.23431 -4.36732
C -2.77756 -2.36976 1.32830
C -3.30646 -3.25973 2.41901
C -4.79392 -3.08341 2.60480
O -3.13204 -4.59708 2.07161
H -3.02766 -1.31775 1.46553
H -3.31083 -2.61431 0.40965
H -1.71170 -2.47090 1.12379
H -2.82460 -3.03791 3.37123
H -4.97214 -2.01492 2.72590
H -5.17638 -3.61053 3.47886
H -5.35083 -3.44210 1.73918
H -3.35270 -5.06219 2.88190
C -4.77818 0.51468 4.73048
C -3.87252 1.15972 3.72465
C -2.42782 0.74429 3.89456
O -4.21603 0.70841 2.40498
H -5.81371 0.85315 4.76564
H -4.46330 0.69243 5.75875
H -4.79216 -0.57060 4.63015
H -4.03855 2.23479 3.79365
H -2.05319 1.02349 4.87934
H -1.78666 1.12899 3.10144
H -2.27009 -0.33369 3.86028
H -4.13251 1.50670 1.87834
C 0.35704 -4.56365 0.78910
C 1.12914 -4.65896 -0.51289
C 2.55542 -4.14076 -0.37646
O 1.30278 -6.01319 -0.77090
H -0.60000 -5.07561 0.68878
H 0.24177 -3.51185 1.05092
H 0.95996 -5.11906 1.50750
H 0.71039 -4.07553 -1.33287
H 3.09506 -4.64932 0.42246
H 2.64094 -3.10428 -0.05016
H 3.12126 -4.23298 -1.30352
H 1.89950 -6.38666 -0.11819
C -2.82250 -5.79101 -3.07940
C -2.62019 -5.11512 -1.78075
C -2.14453 -3.70423 -1.86486
O -3.71087 -5.14790 -0.85948
H -3.69580 -5.35463 -3.56419
H -2.99971 -6.85927 -2.95490
H -2.05110 -5.60444 -3.82655
H -1.85621 -5.71515 -1.28638
H -2.85388 -3.00001 -2.29958
H -1.29136 -3.59731 -2.53477
H -1.80139 -3.33660 -0.89780
H -3.48147 -4.85135 0.02429
C 4.93882 -1.62084 3.06178
C 3.47489 -1.56687 3.31346
C 2.85514 -2.91994 3.33856
O 3.29874 -1.04003 4.60994
H 5.34555 -0.62804 3.25420
H 5.01924 -1.88351 2.00697
H 5.50851 -2.30457 3.69111
H 2.95662 -0.92610 2.60008
H 3.04484 -3.48307 4.25234
H 3.17731 -3.52949 2.49430
H 1.78310 -2.74601 3.24596
H 3.35608 -0.08307 4.55936
C 0.65906 -2.23674 8.30329
C 1.07181 -2.10159 6.83610
C -0.03183 -2.36583 5.84116
O 1.41092 -0.71283 6.63673
H 0.06165 -3.13438 8.46280
H 0.01770 -1.45964 8.71906
H 1.56188 -2.28542 8.91209
H 1.86818 -2.82429 6.65838
H 0.36599 -2.28631 4.82947
H -0.83835 -1.64608 5.98112
H -0.34183 -3.40038 5.98855
H 2.03849 -0.68330 5.91086
C 1.12430 1.80208 4.21208
C 2.37926 2.63238 4.01165
C 2.55976 3.83541 4.94834
O 3.48788 1.78047 4.25351
H 1.24015 0.90135 3.60930
H 0.30233 2.39846 3.81611
H 1.01821 1.54454 5.26589
H 2.44103 2.98829 2.98325
H 3.53980 4.29516 4.82085
H 2.38673 3.55477 5.98727
H 1.90318 4.67992 4.73902
H 4.27361 2.17486 3.86790
C -5.30870 -0.33143 -3.47908
C -5.95788 0.16059 -4.76756
C -5.03369 0.14327 -5.97055
O -7.03669 -0.65333 -5.11186
H -4.96029 -1.35792 -3.59328
H -6.05642 -0.35590 -2.68635
H -4.45764 0.29413 -3.20990
H -6.33784 1.17699 -4.66433
H -5.49672 0.45153 -6.90792
H -4.59079 -0.84162 -6.11859
H -4.23222 0.84478 -5.73892
H -6.65966 -1.53619 -5.10803
C 5.89650 0.38208 -1.86686
C 4.55180 -0.19296 -1.38824
C 4.11413 0.23916 -0.00110
O 3.51768 0.21861 -2.26359
H 6.19624 0.04388 -2.85877
H 6.68490 0.06771 -1.18299
H 5.83474 1.47033 -1.86435
H 4.68069 -1.27477 -1.42217
H 4.92369 -0.02101 0.68083
H 3.29624 -0.34321 0.42316
H 4.04819 1.32645 0.03820
H 2.70623 -0.15398 -1.91100
C -4.58927 4.86223 -0.72833
C -4.97981 3.50624 -0.16509
C -4.56179 2.45949 -1.15492
O -4.37135 3.27275 1.04972
H -4.89209 5.63002 -0.01636
H -4.92262 5.08535 -1.74184
H -3.50731 4.99433 -0.72541
H -6.04642 3.32098 -0.03804
H -3.58665 2.66900 -1.59458
H -5.15967 2.52582 -2.06391
H -4.68578 1.43368 -0.80790
H -4.44384 4.12343 1.48867
C -1.10444 0.33341 -5.41174
C -1.38579 -0.93846 -4.56965
C -1.76945 -2.10441 -5.53885
O -0.22811 -1.37654 -3.84298
H -2.00469 0.61149 -5.95976
H -0.36441 0.29800 -6.21125
H -0.83334 1.21948 -4.83774
H -2.23059 -0.79847 -3.89525
H -2.44174 -1.75180 -6.32103
H -2.18647 -2.90927 -4.93354
H -0.92634 -2.48330 -6.11653
H 0.30864 -1.94878 -4.39619
C -0.47039 5.82612 0.07905
C -0.99277 5.06312 1.28666
C -0.53264 3.60925 1.18537
O -0.58004 5.53946 2.49570
H -0.78760 5.23306 -0.77872
H 0.60107 6.01604 0.14222
H -0.96935 6.79415 0.03371
H -2.08241 5.04452 1.26545
H -1.21754 2.96134 1.73239
H 0.52320 3.41551 1.37442
H -0.57073 3.26226 0.15277
H -1.20680 5.15658 3.11389
C 0.58932 -0.45323 0.70845
C -0.05276 -0.47756 -0.68231
C -1.02463 0.66834 -0.99936
O 1.00711 -0.34493 -1.58947
H 1.21050 0.41011 0.94699
H 1.11466 -1.39094 0.88960
H -0.22762 -0.45347 1.43005
H -0.46084 -1.47745 -0.82987
H -1.78487 0.79157 -0.22803
H -1.51876 0.37573 -1.92581
H -0.60658 1.67458 -1.02759
H 0.58081 -0.38521 -2.44868
*
```

***

Entry ii
This record from the Open Molecules 2025 dataset describes 16 unconnected molecules or ions with the total composition C48H128O16. The level of theory is wB97M-V/def2-TZVPD.

```
! RIJCOSX wB97M-V def2-TZVPD def2/J DEFGRID3
* xyz 0 1
C -3.31128 1.70255 2.05712
C -3.94648 3.08367 2.06219
C -5.47598 3.05014 2.23661
O -3.34234 3.70241 3.16160
H -3.63128 1.23227 1.12732
H -3.75171 1.12973 2.87320
H -2.22304 1.67693 2.00063
H -3.50885 3.56606 1.18819
H -5.82049 2.68378 3.20366
H -5.91356 2.30804 1.56885
H -5.93021 4.02513 2.06006
H -3.71420 4.58216 3.25836
C 2.17589 -2.63756 -5.13637
C 0.90885 -1.97714 -5.60801
C 0.26042 -1.06261 -4.55446
O 1.34749 -1.19823 -6.64526
H 2.85333 -1.89431 -4.71595
H 2.74488 -3.11993 -5.93115
H 1.98380 -3.36341 -4.34622
H 0.24001 -2.76181 -5.96162
H 0.06762 -1.58583 -3.61789
H -0.71963 -0.73795 -4.90403
H 0.84835 -0.19211 -4.26351
H 0.67795 -0.56263 -6.90856
C 1.05227 4.14307 4.92366
C -0.15045 4.18364 3.96408
C 0.16206 3.70416 2.53913
O -0.97881 3.20571 4.52506
H 1.61174 3.20925 4.86833
H 0.80470 4.27374 5.97710
H 1.71611 4.98678 4.73504
H -0.72427 5.10924 4.00987
H 0.87186 4.46363 2.21126
H -0.68333 3.76221 1.85353
H 0.70857 2.77216 2.39489
H -1.81414 3.33287 4.06938
C -3.50280 -2.99522 1.68496
C -4.25171 -1.83537 2.38942
C -5.31946 -1.28403 1.49357
O -4.90852 -2.19965 3.50074
H -2.72814 -3.35406 2.36261
H -2.96867 -2.70340 0.78072
H -4.14084 -3.84627 1.44680
H -3.53842 -1.04666 2.62868
H -4.81349 -0.90212 0.60687
H -5.87919 -0.45829 1.93283
H -6.06070 -2.06595 1.32843
H -5.53094 -2.88783 3.25457
C -0.03336 5.37580 -0.76469
C -0.89729 6.54652 -1.15315
C -1.71419 7.03868 0.02873
O -0.09719 7.62905 -1.65949
H 0.49466 5.15956 -1.69342
H -0.61492 4.49073 -0.50676
H 0.67824 5.59607 0.03105
H -1.61086 6.20698 -1.90391
H -1.16627 7.48739 0.85731
H -2.32399 6.16651 0.26445
H -2.41342 7.80675 -0.30181
H 0.10607 7.42672 -2.57565
C 0.19479 1.06187 -0.49395
C -0.29926 -0.26929 -0.91733
C -0.53082 -1.30373 0.25201
O -1.48196 -0.04105 -1.66401
H -0.43804 1.65455 0.16662
H 0.43277 1.65039 -1.38002
H 1.20586 0.90203 -0.11939
H 0.48717 -0.73329 -1.51259
H -1.31063 -1.04770 0.96926
H 0.39071 -1.37841 0.82934
H -0.69953 -2.31640 -0.11422
H -1.81829 -0.84022 -2.07608
C 3.81040 0.07157 -1.39406
C 4.65273 -0.87193 -2.15994
C 5.27853 -0.31071 -3.44163
O 5.71733 -1.27242 -1.34336
H 4.40865 0.82903 -0.88764
H 3.25513 -0.48311 -0.63768
H 3.05108 0.53304 -2.02539
H 4.08677 -1.77871 -2.37336
H 5.68354 0.69523 -3.33139
H 4.67254 -0.34639 -4.34695
H 6.10095 -0.98247 -3.68754
H 6.29916 -1.92452 -1.74064
C 3.55394 3.31677 -5.24400
C 2.25065 4.11455 -5.12623
C 1.29798 3.38892 -4.18330
O 2.61993 5.35992 -4.53987
H 4.30816 3.75262 -5.89921
H 3.31171 2.32938 -5.63706
H 4.02889 3.12372 -4.28211
H 1.80239 4.27520 -6.10672
H 0.31357 3.83814 -4.05201
H 1.71993 3.25764 -3.18690
H 1.10728 2.36065 -4.49055
H 3.37597 5.71900 -5.01005
C -1.24384 -6.18803 -3.21926
C -0.56834 -5.58197 -1.96382
C 0.61124 -4.65611 -2.36068
O -1.45398 -4.82452 -1.21406
H -2.08007 -6.79737 -2.87644
H -0.58011 -6.90867 -3.69700
H -1.62719 -5.46169 -3.93591
H -0.24062 -6.41266 -1.33880
H 1.29034 -4.60606 -1.50955
H 0.22394 -3.69864 -2.70903
H 1.13749 -5.09573 -3.20797
H -1.23352 -4.81559 -0.27976
C 3.62387 3.73250 -0.13148
C 4.20253 3.65411 1.23967
C 5.49724 2.84532 1.26440
O 4.57563 4.93722 1.71004
H 3.34477 2.73117 -0.45942
H 4.29139 4.02899 -0.94056
H 2.66854 4.25676 -0.10696
H 3.55078 3.24110 2.00957
H 6.24046 3.36954 0.66363
H 5.44521 1.82148 0.89408
H 5.87377 2.90356 2.28564
H 3.80129 5.49480 1.60466
C -2.40361 2.90280 -3.02490
C -3.03549 2.82121 -1.65476
C -4.16761 3.91996 -1.49498
O -3.65977 1.58450 -1.51196
H -1.49052 2.30834 -3.05613
H -2.09990 3.88509 -3.38677
H -3.10665 2.61859 -3.80788
H -2.26773 3.01869 -0.90666
H -3.83526 4.94626 -1.33895
H -4.91923 3.70172 -0.73635
H -4.70815 3.95389 -2.44090
H -2.99329 0.89834 -1.59319
C 3.28806 0.13844 2.78720
C 3.27031 -1.09216 3.60909
C 3.61145 -0.89696 5.08970
O 1.98175 -1.69855 3.48038
H 4.07283 0.85511 3.02932
H 2.46195 0.78519 3.08276
H 3.19529 -0.06488 1.72035
H 4.00332 -1.75751 3.15291
H 2.90015 -0.37187 5.72722
H 4.61516 -0.47227 5.10715
H 3.72331 -1.88893 5.52739
H 1.34528 -1.21785 4.01464
C -1.09011 -1.63018 4.37092
C -1.18526 -0.18880 4.82093
C -1.45336 0.00223 6.33097
O 0.09698 0.32494 4.57057
H -1.97860 -2.16803 4.70169
H -0.21959 -2.05246 4.87288
H -0.97413 -1.75368 3.29416
H -1.84319 0.35107 4.13992
H -0.60654 -0.27011 6.96092
H -2.24058 -0.64153 6.72333
H -1.71466 1.02745 6.59315
H 0.04998 1.28314 4.60594
C 3.26118 -5.61632 0.78900
C 3.26277 -4.19885 1.37433
C 2.99337 -3.14193 0.33532
O 2.20285 -4.16372 2.27279
H 3.61818 -6.30610 1.55376
H 3.91572 -5.73658 -0.07426
H 2.30672 -5.92115 0.35983
H 4.22397 -4.10762 1.88015
H 3.25853 -2.15814 0.72257
H 1.96869 -3.07306 -0.02990
H 3.68641 -3.30843 -0.48934
H 2.13088 -3.29470 2.67433
C -0.68895 -5.41080 3.31624
C -0.49082 -5.99426 1.95330
C -1.77049 -6.71172 1.49017
O -0.18449 -4.86214 1.08902
H -1.58194 -4.78687 3.35356
H 0.14453 -4.82598 3.70533
H -0.89190 -6.15075 4.09045
H 0.34577 -6.69058 1.89539
H -2.65543 -6.09415 1.33656
H -2.07842 -7.46603 2.21424
H -1.62136 -7.23453 0.54543
H 0.59394 -4.45641 1.47766
C -4.27692 -2.38114 -1.93065
C -3.55090 -2.56994 -3.23736
C -3.77677 -1.35641 -4.16042
O -2.22195 -2.63636 -2.90933
H -5.34470 -2.47539 -2.12829
H -4.24545 -1.39487 -1.46764
H -4.02622 -3.09480 -1.14583
H -3.87319 -3.51694 -3.67028
H -3.35130 -1.47485 -5.15694
H -3.34367 -0.47236 -3.69246
H -4.84262 -1.13066 -4.19371
H -2.06908 -3.39847 -2.34593
*
```

***

Stability summary: most stable entry ii, least stable entry i.

***

Entry i
This record from the Open Molecules 2025 dataset describes 9 unconnected molecules or ions with the total composition H18O9. The level of theory is wB97M-V/def2-TZVPD.

Structure (SMILES) ... O.O.O.O.O.O.O.O.O

```
! RIJCOSX wB97M-V def2-TZVPD def2/J DEFGRID3
* xyz 0 1
O 1.28109 1.03301 -0.07533
H 0.53272 0.52618 0.25944
H 1.84292 0.37198 -0.49531
O 1.14517 1.93132 2.76066
H 0.46617 1.51266 3.30166
H 1.29864 1.30108 2.04775
O -0.81484 -0.91747 0.21932
H -0.96784 -1.58536 0.89718
H -1.65751 -0.45450 0.15183
O 2.00774 -3.03830 0.08107
H 1.87486 -2.08366 0.08360
H 1.55824 -3.33975 0.87861
O 3.80511 3.84759 -0.69296
H 3.19028 3.18160 -1.02071
H 3.96832 4.41223 -1.45685
O -4.49338 -0.74513 -1.07305
H -4.43956 -1.39049 -1.78691
H -3.65838 -0.84597 -0.60230
O 4.03999 -2.77400 -1.47823
H 4.84198 -2.41616 -1.87541
H 3.48343 -2.00010 -1.33571
O -4.23376 2.13778 -1.49484
H -3.31706 1.84249 -1.45689
H -4.19724 2.95010 -2.01233
O -2.61962 -1.36539 1.73914
H -3.49022 -1.05493 2.01238
H -2.26974 -1.80268 2.52359
*
```

***

Entry ii
This record from the Open Molecules 2025 dataset describes a molecular structure, H18O9. The level of theory is wB97M-V/def2-TZVPD.

```
! RIJCOSX wB97M-V def2-TZVPD def2/J DEFGRID3
* xyz 0 1
O -1.46159 -1.46499 -1.25231
H -1.70292 -1.30891 -0.33927
H -1.39872 -0.59065 -1.63675
O 2.96330 0.41791 -1.17203
H 2.10695 0.37707 -1.59774
H 3.44554 -0.32694 -1.53103
O -0.24975 0.16182 0.08861
H 0.33339 -0.00518 -0.65186
H 0.02561 1.01531 0.42321
O 0.59180 -1.08313 1.75499
H 0.36570 -0.84622 2.65443
H -0.18798 -0.86266 1.24550
O 0.88098 -0.07776 -1.65148
H 0.85808 0.05022 -2.59981
H 0.92795 -1.02711 -1.53849
O 0.12229 1.52092 2.79778
H -0.15783 2.07058 3.52964
H -0.36457 1.85688 2.04523
O -0.89618 2.07755 1.10746
H -1.65626 1.55621 0.84911
H -0.76934 2.69164 0.38424
O 0.90816 -2.20314 -1.10438
H -0.03374 -2.03266 -1.10487
H 1.10958 -2.44038 -2.00957
O -2.24919 0.36574 0.40358
H -2.09190 -0.39842 0.95815
H -1.41936 0.50630 -0.05232
*
```

***

Stability summary: most stable entry i, least stable entry ii.

***

Entry i
This record from the Open Molecules 2025 dataset describes 9 unconnected molecules or ions with the total composition H18O9. The level of theory is wB97M-V/def2-TZVPD.

Structure (SMILES) ... O.O.O.O.O.O.O.O.O

```
! RIJCOSX wB97M-V def2-TZVPD def2/J DEFGRID3
* xyz 0 1
O 18.90110 16.72612 -2.95382
H 19.11107 15.80844 -2.76141
H 19.06371 17.19944 -2.12410
O 19.48814 18.82811 -1.20013
H 19.89971 19.70317 -1.22260
H 19.92023 18.38006 -0.46353
O 20.86067 22.36408 -3.88352
H 20.77187 23.17175 -3.37057
H 21.14565 21.68068 -3.27048
O 23.56820 20.75555 -1.77951
H 22.61985 20.80081 -1.61278
H 23.76478 21.53998 -2.30007
O 21.14396 17.66932 1.11442
H 21.91756 17.14871 0.87164
H 21.43560 18.22103 1.84658
O 20.52471 21.46882 -0.95193
H 20.43840 22.31508 -1.39976
H 20.33690 21.66344 -0.02793
O 16.86888 20.91534 -1.64050
H 16.89981 20.08835 -2.14001
H 16.44168 20.67571 -0.81406
O 16.76062 18.53938 -3.63174
H 16.68345 17.90596 -4.34875
H 17.37605 18.11320 -3.01911
O 18.89492 16.07749 0.36424
H 19.62527 16.62955 0.67652
H 18.80269 15.38707 1.02570
*
```

***

Entry ii
This record from the Open Molecules 2025 dataset describes 9 unconnected molecules or ions with the total composition H18O9. The level of theory is wB97M-V/def2-TZVPD.

Structure (SMILES) ... O.O.O.O.O.O.O.O.O

```
! RIJCOSX wB97M-V def2-TZVPD def2/J DEFGRID3
* xyz 0 1
O 0.40823 -1.09836 0.77678
H 1.36686 -0.99802 0.60649
H -0.04158 -0.33704 0.49965
O -3.22358 -0.15210 2.81012
H -2.69549 -0.11042 2.03330
H -2.64842 -0.35393 3.56448
O -1.35161 -3.68420 -1.49871
H -0.94960 -3.11793 -0.86037
H -0.68792 -4.07098 -1.95301
O -1.20428 3.01486 -1.78171
H -0.29803 2.61031 -1.83834
H -1.02442 3.83452 -2.23094
O 4.91016 -0.76295 -0.90419
H 4.63385 -0.29553 -1.70060
H 5.79115 -1.06003 -1.02587
O 2.94941 -1.15918 2.55659
H 3.32378 -0.78208 1.73116
H 2.68182 -0.46986 3.12201
O -3.12162 3.01194 0.74389
H -2.53669 3.66815 0.40866
H -2.72641 2.06315 0.61607
O 3.53495 1.80587 -0.27685
H 2.80160 1.72136 -0.82135
H 4.23770 1.61376 -0.90862
O -5.02059 -1.75641 -1.04306
H -4.26478 -1.36855 -0.63086
H -4.84450 -1.76635 -1.99473
*
```

***

Stability summary: most stable entry i, least stable entry ii.